(1)
C18H28IN2O3 | the ωB97M-V functional and the def2-TZVPD basis

Calculated values
Highest occupied orbital energy   -3.960 eV
SMILES   CCCN[C@H](C(=O)[O-])N(C[C@H](C)I)C[C@H](C)OCc1ccccc1
Net charge   -1
E   -1335.398454 hartree
Multiplicity   1

Geometry as XYZ:
```
52
C18H28IN2O3 (the ωB97M-V functional and the def2-TZVPD basis)
C 4.945 -1.731 1.647
C 5.086 -0.997 0.220
C 3.754 -1.059 -0.690
N 3.016 0.226 -0.550
C 1.770 0.278 -1.338
C 2.163 0.812 -2.818
O 2.662 1.990 -2.992
O 2.005 -0.029 -3.908
N 0.635 1.043 -0.807
C 0.808 1.711 0.488
C 0.360 0.891 1.798
C 1.074 1.646 3.059
I 0.976 -1.184 1.894
C -0.691 0.427 -1.011
C -1.916 1.500 -0.991
C -1.529 2.897 -1.705
O -2.525 1.653 0.320
C -3.860 1.121 0.371
C -3.935 -0.480 0.272
C -3.038 -1.463 1.071
C -3.095 -2.997 0.930
C -4.098 -3.641 -0.055
C -5.046 -2.702 -0.837
C -4.981 -1.151 -0.691
H 3.882 -2.115 1.807
H 5.141 -0.973 2.491
H 5.641 -2.646 1.750
H 5.395 0.096 0.433
H 5.969 -1.501 -0.325
H 3.073 -1.948 -0.413
H 4.123 -1.127 -1.784
H 3.620 1.048 -0.683
H 1.427 -0.817 -1.499
H 0.104 2.636 0.467
H 1.841 2.146 0.699
H -0.768 0.954 2.027
H 2.167 1.262 3.045
H 1.145 2.776 2.903
H 0.636 1.338 4.065
H -0.695 0.016 -2.094
H -0.934 -0.465 -0.339
H -2.728 1.026 -1.669
H -0.608 2.744 -2.358
H -1.411 3.720 -0.918
H -2.404 3.182 -2.398
H -4.399 1.511 1.316
H -4.495 1.518 -0.513
H -2.262 -0.996 1.784
H -2.373 -3.642 1.532
H -4.107 -4.782 -0.172
H -5.805 -3.187 -1.533
H -5.714 -0.530 -1.301
```

***

(2)
C18H28LiN4NbO3S2 | the ωB97M-V functional and the def2-TZVPD basis

Calculated values
Highest occupied orbital energy (spin up / spin down)   -15.034 / -15.031 eV
Net charge   +2
ΔE to the lowest compared entry with this formula, charge and spin   126.6 kcal/mol
E   -2007.606594 hartree
Multiplicity   1

Geometry as XYZ:
```
57
C18H28LiN4NbO3S2 (the ωB97M-V functional and the def2-TZVPD basis)
N 1.456 -1.219 -0.490
C 2.355 -2.169 -0.216
O 2.133 -3.411 -0.261
Li -0.065 -3.025 -0.286
Nb 0.327 0.246 -0.152
N -1.046 0.441 -1.606
N 1.530 1.878 -0.142
C -1.135 0.204 -3.069
C 2.913 2.017 -0.692
C -2.603 -0.044 -3.482
C -0.567 1.417 -3.840
C -0.310 -1.043 -3.426
C 3.902 1.323 0.271
C 3.307 3.498 -0.882
C 2.959 1.331 -2.069
H -3.041 -0.859 -2.879
H -2.652 -0.334 -4.546
H -3.225 0.858 -3.354
H -1.092 2.347 -3.561
H -0.681 1.280 -4.930
H 0.503 1.544 -3.611
H 0.728 -0.939 -3.068
H -0.300 -1.200 -4.518
H -0.766 -1.940 -2.962
H 3.814 1.745 1.289
H 4.947 1.463 -0.064
H 3.688 0.240 0.312
H 3.391 4.037 0.077
H 2.573 4.024 -1.518
H 4.290 3.553 -1.380
H 3.988 1.340 -2.470
H 2.301 1.859 -2.781
H 2.634 0.281 -1.985
C -1.999 1.413 -1.062
H -1.733 1.640 -0.005
H -1.993 2.383 -1.599
H -3.037 1.027 -1.031
C 1.105 2.933 0.776
H 0.140 2.649 1.242
H 1.820 3.085 1.614
H 0.956 3.913 0.279
O -4.481 -1.539 1.696
S -3.716 -1.237 2.991
O -4.325 -0.008 3.682
N -2.318 -0.447 2.279
C -1.218 -1.036 2.600
S 0.392 -0.358 2.253
C -1.369 -2.180 3.514
C -0.351 -2.965 4.069
C -0.699 -3.992 4.959
C -2.049 -4.217 5.288
C -3.057 -3.418 4.722
C -2.687 -2.409 3.834
H 0.689 -2.788 3.826
H 0.076 -4.608 5.400
H -2.306 -5.005 5.984
H -4.096 -3.580 4.978
```

***

(3)
C18H28N2O2 | the ωB97M-V functional and the def2-TZVPD basis

Calculated values
Highest occupied orbital energy   -8.855 eV
SMILES   CCCC[C@H](CC)C(=O)Nc1ccccc1C(=O)NC(C)C
Net charge   0
ΔE to the lowest compared entry with this formula, charge and spin   15.2 kcal/mol
E   -962.740676 hartree
Multiplicity   1

Geometry as XYZ:
```
50
C18H28N2O2 (the ωB97M-V functional and the def2-TZVPD basis)
C -5.785 -0.008 0.000
H -6.312 0.158 -0.937
C -4.498 -0.787 -0.243
C -3.589 -0.135 -1.288
C -3.044 1.243 -0.906
H -2.500 1.646 -1.764
H -3.871 1.921 -0.691
C -2.083 1.228 0.291
C -0.877 0.380 -0.080
O -0.069 0.718 -0.919
N -0.812 -0.819 0.565
C 0.179 -1.786 0.348
C -0.187 -3.124 0.234
C 0.769 -4.088 -0.022
C 2.096 -3.726 -0.182
C 2.467 -2.399 -0.054
C 1.521 -1.420 0.223
C 1.952 -0.018 0.527
O 1.639 0.530 1.569
N 2.787 0.519 -0.383
H 2.862 0.067 -1.282
C 3.210 1.906 -0.324
C 2.524 2.709 -1.425
H 2.699 3.772 -1.286
H 1.455 2.515 -1.400
H 2.906 2.417 -2.402
C 4.731 1.986 -0.429
H 5.056 3.019 -0.349
H 5.197 1.411 0.367
H 5.066 1.591 -1.387
H 2.886 2.270 0.657
H 3.506 -2.117 -0.139
H 2.842 -4.478 -0.391
H 0.476 -5.125 -0.104
H -1.225 -3.401 0.346
H -1.601 -1.104 1.125
H -2.584 0.810 1.168
C -1.607 2.647 0.627
C -0.822 2.684 1.932
H -1.447 2.366 2.765
H -0.474 3.694 2.134
H 0.042 2.025 1.881
H -0.977 3.001 -0.191
H -2.475 3.308 0.698
H -2.749 -0.802 -1.497
H -4.157 -0.030 -2.216
H -3.967 -0.904 0.704
H -4.754 -1.789 -0.596
H -5.578 0.957 0.455
H -6.441 -0.562 0.669
```

***

(4)
C18H28N2O3Si | the ωB97M-V functional and the def2-TZVPD basis

Calculated values
Highest occupied orbital energy   -9.080 eV
SMILES   CC(=O)OCc1ccc2nccnc2c1[Si](C)(C)C.CCOCC
Net charge   0
E   -1327.424844 hartree
Multiplicity   1

Geometry as XYZ:
```
52
C18H28N2O3Si (the ωB97M-V functional and the def2-TZVPD basis)
C 0.894 -0.609 0.723
C 0.010 -1.411 -0.228
O -0.575 -2.405 0.133
O -0.015 -0.934 -1.510
C -1.248 -1.211 -2.181
C -2.462 -0.476 -1.607
C -3.489 -1.345 -1.110
C -4.594 -0.807 -0.559
C -4.776 0.591 -0.442
N -5.923 1.019 0.168
C -5.959 2.328 0.205
C -4.953 3.207 -0.268
N -3.846 2.771 -0.813
C -3.755 1.413 -0.926
C -2.564 0.894 -1.551
Si -1.253 2.117 -2.194
C 0.006 1.430 -3.421
C -0.314 2.752 -0.660
C -1.991 3.650 -3.050
H 0.506 -0.607 1.740
H 1.911 -1.024 0.668
H 0.977 0.407 0.319
H -1.440 -2.290 -2.174
H -1.147 -0.922 -3.231
H -3.393 -2.427 -1.151
H -5.353 -1.484 -0.165
H -6.840 2.783 0.668
H -5.076 4.285 -0.156
H 0.419 2.297 -3.963
H -0.421 0.778 -4.193
H 0.865 0.961 -2.927
H -0.348 1.982 0.122
H 0.735 2.944 -0.924
H -0.803 3.652 -0.267
H -2.432 4.297 -2.287
H -1.126 4.206 -3.449
H -2.681 3.395 -3.861
C 6.163 -1.138 2.721
C 4.798 -1.177 3.387
O 3.797 -1.802 2.604
C 4.025 -3.157 2.255
C 4.166 -4.083 3.450
H 6.103 -0.627 1.758
H 6.879 -0.611 3.354
H 6.556 -2.138 2.534
H 4.457 -0.156 3.556
H 4.860 -1.650 4.373
H 4.896 -3.237 1.594
H 3.160 -3.467 1.665
H 5.023 -3.822 4.072
H 4.297 -5.113 3.116
H 3.275 -4.031 4.079
```

***

(5)
C18H28N2O6S2 | the ωB97M-V functional and the def2-TZVPD basis

Calculated values
Highest occupied orbital energy   -8.903 eV
SMILES   CCCCN(CCCC)S(=O)(=O)c1ccc(SCC(=O)OCC)c([N+](=O)[O-])c1
Net charge   0
ΔE to the lowest compared entry with this formula, charge and spin   67.1 kcal/mol
E   -2059.915292 hartree
Multiplicity   1

Geometry as XYZ:
```
56
C18H28N2O6S2 (the ωB97M-V functional and the def2-TZVPD basis)
C 3.863 -4.479 -1.138
C 3.805 -3.739 -2.469
C 2.382 -3.454 -2.954
C 1.695 -2.310 -2.202
N 1.417 -2.618 -0.822
S 1.934 -1.580 0.346
O 2.012 -2.296 1.582
O 3.090 -0.890 -0.145
C 0.610 -0.370 0.491
C -0.455 -0.600 1.327
C -1.505 0.315 1.363
C -1.485 1.495 0.595
C -0.390 1.684 -0.260
C 0.634 0.765 -0.311
H 1.482 0.915 -0.960
H -0.341 2.548 -0.900
S -2.794 2.622 0.761
C -2.165 4.083 -0.156
C -0.848 4.568 0.412
O -0.555 4.542 1.574
O -0.064 5.031 -0.565
C 1.229 5.521 -0.187
C 2.248 4.393 -0.121
H 1.968 3.676 0.647
H 3.224 4.803 0.123
H 2.311 3.881 -1.079
H 1.146 6.017 0.785
H 1.491 6.248 -0.958
H -2.102 3.905 -1.228
H -2.927 4.841 0.033
N -2.625 0.040 2.187
O -2.608 -0.943 2.895
O -3.566 0.820 2.113
H -0.486 -1.476 1.957
C 0.363 -3.537 -0.467
C -1.052 -3.072 -0.857
C -1.593 -3.771 -2.106
C -2.981 -3.259 -2.472
H -3.359 -3.775 -3.351
H -3.676 -3.422 -1.652
H -2.952 -2.192 -2.687
H -0.914 -3.612 -2.946
H -1.643 -4.845 -1.918
H -1.043 -1.992 -1.024
H -1.737 -3.267 -0.030
H 0.448 -3.655 0.613
H 0.572 -4.508 -0.925
H 2.363 -1.449 -2.184
H 0.771 -2.027 -2.723
H 1.780 -4.361 -2.879
H 2.418 -3.167 -4.008
H 4.344 -2.795 -2.376
H 4.311 -4.341 -3.229
H 3.292 -5.405 -1.188
H 3.466 -3.866 -0.334
H 4.895 -4.729 -0.899
```

***

(6)
C18H28N4O2 | the ωB97M-V functional and the def2-TZVPD basis

Calculated values
Highest occupied orbital energy   -8.059 eV
SMILES   CCCN1CCC(N2CCN(c3ccc([N+](=O)[O-])cc3)CC2)CC1
Net charge   0
ΔE to the lowest compared entry with this formula, charge and spin   99.9 kcal/mol
E   -1072.091065 hartree
Multiplicity   1

Geometry as XYZ:
```
52
C18H28N4O2 (the ωB97M-V functional and the def2-TZVPD basis)
C 1.501 -2.502 5.921
H 1.999 -3.434 6.181
C 0.175 -2.786 5.224
H -0.455 -3.360 5.905
C 0.333 -3.562 3.906
N 0.007 -2.747 2.746
C 1.012 -1.736 2.478
C 0.546 -0.798 1.368
H -0.374 -0.308 1.688
H 1.308 -0.036 1.192
C 0.283 -1.606 0.091
N -0.115 -0.840 -1.081
C 0.965 -0.157 -1.760
H 1.812 -0.838 -1.861
C 0.493 0.270 -3.158
N -0.652 1.145 -3.037
C -0.557 2.502 -3.126
C -1.418 3.363 -2.414
C -1.347 4.725 -2.560
C -0.412 5.292 -3.424
C 0.448 4.463 -4.144
C 0.377 3.102 -3.997
H 1.034 2.488 -4.591
H 1.158 4.912 -4.822
N -0.338 6.701 -3.573
O 0.516 7.154 -4.317
O -1.131 7.386 -2.950
H -2.001 5.377 -2.000
H -2.137 2.963 -1.718
C -1.709 0.472 -2.317
H -2.602 1.092 -2.272
C -1.237 0.063 -0.918
H -2.044 -0.449 -0.396
H -0.964 0.971 -0.352
H -1.952 -0.439 -2.874
H 1.313 0.760 -3.678
H 0.194 -0.620 -3.720
H 1.303 0.744 -1.215
C -0.746 -2.686 0.424
C -0.222 -3.556 1.563
H -0.964 -4.320 1.807
H 0.703 -4.071 1.238
H -1.681 -2.230 0.748
H -0.941 -3.298 -0.457
H 1.215 -2.113 -0.191
H 1.174 -1.158 3.388
H 1.976 -2.198 2.187
H -0.359 -4.407 3.902
H 1.355 -3.973 3.832
H -0.345 -1.851 5.012
H 1.334 -1.939 6.837
H 2.169 -1.926 5.284
```